Computed, not measured: C15H25NO4 as an isolated structure at a distorted geometry, with the ωB97M-V functional and the def2-TZVPD basis.

Values from the calculation:
Energy above the lowest of the compared OMol25 structures with the same formula, charge and spin: 1528.45 kJ/mol
Net charge: 0
Multiplicity: 1
DFT total energy: -941.66685 Ha

```
45
Properties=species:S:1:pos:R:3:forces:R:3
C -4.1173 3.2081 -6.1504 4.4 1.8 -1.2
C -3.8024 3.3967 -4.7477 -2.3 -5.6 4.1
O -2.9323 2.2565 -4.5012 1.9 0.4 4.5
C -2.4774 2.1397 -3.0574 1.0 -1.1 -4.2
C -1.5466 1.1917 -2.7174 0.6 -7.5 -1.7
C -1.1774 0.7411 -1.3949 -0.4 0.6 -1.6
C -1.5960 1.5413 -0.2555 2.1 -1.5 -9.3
C -2.2066 2.7005 -0.7564 1.6 -4.3 -0.8
C -2.6927 2.9172 -2.0013 -4.3 5.0 -0.2
H -3.4605 3.8328 -2.1337 1.9 -2.0 0.5
H -2.5440 3.1399 0.0061 -2.7 5.1 5.4
O -0.9515 1.3579 0.8125 -6.6 9.5 2.4
C -0.1525 0.5945 1.2784 3.6 -11.7 -5.2
C 1.2046 0.6818 0.7468 4.0 3.2 -0.2
O 2.2306 -0.2714 0.9656 -2.0 -1.7 0.0
C 2.8708 -0.3774 2.2481 1.1 4.7 -1.6
C 2.1041 -0.5358 3.5514 10.9 -14.8 -2.2
N 1.3340 -1.8718 3.4667 -1.7 0.5 -4.5
H 0.9873 -1.9157 2.2878 1.1 0.2 4.5
C 1.9494 -3.1960 3.7726 3.0 3.2 -0.2
C 3.1941 -3.6103 2.7871 -5.6 -3.2 -0.4
O 3.2636 -5.1913 3.1466 1.3 4.4 -2.9
C 4.2469 -5.6966 2.2048 -1.7 5.5 -2.7
H 5.1513 -5.2460 2.4250 2.1 1.1 0.5
H 4.1945 -5.5597 1.0101 -1.0 -0.3 2.6
H 4.3239 -6.5898 2.5125 0.6 -7.2 1.3
H 4.0122 -2.9334 3.0078 0.7 -0.8 -0.2
H 2.7646 -3.6038 1.5958 1.6 0.3 3.3
H 1.1920 -3.9251 3.9296 -0.5 -0.7 -0.5
H 2.3787 -2.9595 4.7734 0.1 -0.8 -0.4
H 1.5552 0.1380 3.5771 -9.1 11.0 1.8
H 3.0253 -0.6712 4.2517 -2.2 0.7 -0.3
H 3.3838 0.6635 2.2030 -0.6 -0.9 1.1
H 3.7310 -0.9580 2.0401 0.4 -1.5 0.2
H 1.5772 1.6531 1.4444 -0.5 -1.4 -2.3
H 1.2316 0.8645 -0.4146 -0.1 0.1 2.5
H -0.1803 0.3935 2.2059 -0.5 -0.7 7.1
H -0.7151 -0.6884 0.8127 1.8 2.2 1.2
H -0.5181 -0.1708 -1.3739 -0.9 1.2 0.3
H -1.3783 0.1350 -3.5855 -0.2 3.8 2.4
H -3.4040 4.2785 -4.3685 0.7 1.8 0.2
H -4.7622 3.0095 -3.9664 1.9 1.9 -2.3
H -4.4839 2.2385 -6.2710 -1.2 -1.1 -0.6
H -4.6782 4.0980 -6.3007 -1.0 0.3 -1.7
H -2.9702 3.2064 -6.7167 -3.4 0.3 1.2
```
Forces are in eV/Å.


Computed, not measured: a 4-piece molecular cluster, C15H26BClO3S3 overall at a distorted geometry, with the ωB97M-V functional and the def2-TZVPD basis.

Values from the calculation:
Net charge: 0
Multiplicity: 1
DFT total energy: -2492.30493 Ha

```
49
Properties=species:S:1:pos:R:3:forces:R:3
C 0.9975 -1.2628 4.1064 -0.2 0.1 0.8
C 0.9447 -0.0413 4.2197 -0.7 -0.2 -1.3
B 0.3996 1.4500 3.9732 0.1 -0.8 0.9
Cl 1.0830 2.4967 2.6500 -0.5 -0.9 1.0
C -0.8117 1.9290 4.9488 -0.3 -0.2 -0.5
C -2.0445 1.0463 4.4526 -1.1 -0.5 -0.9
C -2.4140 1.2652 3.0106 -1.5 -2.2 1.6
C -3.5118 0.4715 2.3974 1.2 0.1 3.0
C -4.2094 -0.5175 3.2650 1.3 1.0 0.7
C -3.8596 -0.7427 4.7155 1.5 2.0 -2.1
C -2.7540 0.0557 5.3274 -0.7 0.3 -3.2
H 0.9661 -2.3795 4.2018 0.2 1.9 -0.3
H -1.0469 3.0293 4.8361 0.2 -1.2 0.1
H -0.5684 1.7452 6.0346 -0.3 0.0 -1.1
H -1.8363 2.0013 2.3811 -0.7 -0.8 0.9
H -3.7494 0.6603 1.3091 0.0 -0.7 1.6
H -5.0347 -1.1219 2.7827 1.1 0.7 0.8
H -4.4195 -1.5297 5.2882 0.7 1.0 -0.6
H -2.4386 -0.1019 6.3952 -0.4 0.3 -1.3
C -1.2532 -1.1621 -1.5308 0.1 0.0 0.0
S -2.6353 -0.0200 -1.3862 0.0 -0.1 0.0
O -3.6940 -0.6905 -0.5758 0.1 0.1 -0.2
C -3.1389 -0.1139 -3.1151 0.0 0.0 -0.1
H -0.8012 -1.2866 -0.5460 -0.1 0.1 0.0
H -1.6047 -2.1296 -1.8929 -0.1 0.1 0.0
H -0.5135 -0.7489 -2.2190 0.0 -0.1 0.0
H -3.3756 -1.1462 -3.3776 0.0 0.0 0.1
H -2.3343 0.2608 -3.7496 0.0 0.0 0.1
H -4.0248 0.5067 -3.2497 0.1 0.0 0.1
C 3.4029 -2.4318 -4.5952 0.1 0.1 -0.1
S 2.0354 -2.4294 -3.4209 0.2 -0.1 0.1
O 1.3334 -1.1163 -3.5542 0.1 0.0 0.0
C 3.0597 -2.3455 -1.9392 0.1 0.2 0.0
H 2.9905 -2.4430 -5.6041 -0.1 0.0 0.1
H 4.0097 -1.5348 -4.4605 -0.1 0.0 0.1
H 4.0110 -3.3247 -4.4430 -0.1 0.0 0.0
H 3.6890 -1.4529 -1.9719 -0.1 0.0 -0.1
H 3.6793 -3.2411 -1.8738 -0.1 0.0 -0.1
H 2.4038 -2.2952 -1.0698 -0.1 0.0 -0.1
C 3.1811 3.0226 -3.0146 0.0 0.0 -0.2
S 3.5801 1.9788 -1.5990 -0.1 0.0 0.1
O 4.3846 0.8272 -2.1043 -0.1 0.0 -0.1
C 1.8989 1.3825 -1.3246 -0.1 0.0 -0.1
H 4.1034 3.4735 -3.3807 0.0 -0.1 0.1
H 2.7322 2.4201 -3.8060 0.0 -0.1 0.1
H 2.4924 3.8096 -2.7034 0.0 0.0 0.1
H 1.5304 0.8814 -2.2226 0.2 0.0 0.0
H 1.2499 2.2217 -1.0689 0.1 0.0 0.1
H 1.9158 0.6742 -0.4960 0.1 0.1 0.0
```
Forces are in eV/Å.


Computed, not measured: C15H26F6FeNO3P2 as an isolated structure at a distorted geometry, with the ωB97M-V functional and the def2-TZVPD basis.

Values from the calculation:
Energy above the lowest of the compared OMol25 structures with the same formula, charge and spin: 0.00 kJ/mol
Net charge: +2
Multiplicity: 6
DFT total energy: -3412.72772 Ha

```
54
Properties=species:S:1:pos:R:3:forces:R:3
Fe -0.1520 -0.1802 0.2234 1.1 0.6 2.0
P 0.6590 -2.1192 -0.8481 0.5 0.1 -0.2
C -0.0391 -1.8562 -2.5534 -1.4 -0.8 1.6
C -1.0913 -0.7571 -2.4851 0.2 0.8 -0.5
N -1.0138 0.1956 -1.5048 -0.3 0.1 -0.8
C -1.6839 1.3727 -1.6134 -0.8 -0.3 0.0
C -2.6169 1.5487 -2.6151 0.0 0.3 -0.1
C -2.7657 0.5687 -3.5903 -0.1 0.0 -0.1
C -1.9551 -0.5649 -3.5467 -0.2 -0.3 -0.3
C -1.4861 2.4456 -0.5697 0.7 0.3 0.8
P 0.3092 2.4401 0.0141 -1.4 0.3 -0.1
H -1.9716 -1.3106 -4.3503 -0.1 0.4 0.3
H -3.2085 2.4667 -2.6045 0.2 -0.3 -0.2
H -3.4880 0.7091 -4.3981 0.3 -0.1 0.2
H -1.7342 3.4633 -0.9541 -0.1 -0.9 0.3
H -2.0754 2.2247 0.3495 0.1 0.3 -0.6
H 0.6455 -1.6245 -3.3413 0.8 0.4 -0.2
H -0.5004 -2.8141 -2.8378 -0.1 0.2 0.0
H 2.0743 0.3693 -3.3057 0.1 0.4 0.8
O 2.0441 0.1431 -4.2277 0.6 -1.7 -0.4
H 2.6072 -0.6786 -4.2671 -0.7 1.3 -0.3
H 2.0140 1.4598 -0.6618 0.6 -0.7 -0.1
O 2.6128 0.6915 -0.7188 0.2 0.5 -0.6
H 3.4338 1.0705 -1.0863 -0.1 -0.4 0.3
C 1.1309 3.6065 -1.1574 0.5 -0.4 -0.3
H 0.5203 4.4806 -1.4017 -0.2 -0.2 0.3
H 2.0862 3.9672 -0.7445 -0.3 -0.2 0.0
H 1.3536 3.1063 -2.1137 -0.1 0.1 0.3
C 0.4129 3.1624 1.6580 0.0 0.2 0.2
H 1.4333 2.9775 2.0076 -0.1 0.1 0.0
H 0.2000 4.2384 1.6953 0.0 -0.3 -0.1
H -0.2574 2.6162 2.3275 0.1 0.1 -0.1
C -0.2744 -3.4277 -0.0377 0.0 0.0 -0.5
H -0.1421 -4.3158 -0.6374 -0.2 -0.5 -0.1
H 0.0519 -3.6111 0.9796 0.2 0.1 0.1
H -1.3192 -3.1368 -0.0116 -0.3 -0.1 0.0
C 2.3935 -2.5559 -0.9355 0.5 -0.1 -0.2
H 2.7561 -2.8836 0.0473 -0.2 0.1 -0.2
H 2.5184 -3.3709 -1.6588 0.0 0.1 0.2
H 2.9884 -1.6909 -1.2529 -0.2 -0.2 0.1
C -1.5136 0.1155 3.9265 -0.3 0.3 0.0
C -0.4416 -0.8045 3.3316 -0.6 -0.3 1.1
O -0.3630 -0.6725 1.9674 0.4 0.5 -1.9
C 0.9402 -0.4845 3.9694 1.1 0.2 1.0
F 0.9441 -0.6217 5.3310 -0.2 0.1 -1.8
F 1.9351 -1.2524 3.4668 -0.8 0.5 0.3
F 1.2844 0.8107 3.7000 -0.4 -0.8 0.0
C -0.8695 -2.2814 3.6482 -0.3 -1.0 0.8
F -1.1078 -2.4885 4.9793 0.4 0.4 -1.8
F -2.0171 -2.5821 2.9729 1.0 0.4 0.5
F 0.0705 -3.1840 3.2512 -0.7 0.7 0.2
H -1.3045 1.1685 3.6519 0.0 -0.6 0.3
H -1.5237 0.0077 5.0253 -0.1 0.2 -0.5
H -2.5039 -0.1570 3.5076 0.6 0.1 0.3
```
Forces are in eV/Å.


Computed, not measured: a 2-piece molecular cluster, C15H26FN3O3 overall at a distorted geometry, with the ωB97M-V functional and the def2-TZVPD basis.

Values from the calculation:
Net charge: 0
Multiplicity: 1
DFT total energy: -1076.74165 Ha

```
48
Properties=species:S:1:pos:R:3:forces:R:3
C -3.3205 -1.7726 0.8840 0.0 -0.1 -0.2
C -2.3012 -1.1338 0.9453 1.1 -0.4 -0.2
C -0.9284 -0.6667 0.7759 -1.4 -0.2 -0.3
C -0.2625 -0.5765 -0.4244 0.1 -0.4 -0.4
C -0.7478 -0.8754 -1.8661 0.5 -0.1 0.7
O -1.3091 0.2661 -2.4570 0.1 -0.7 0.7
C -2.5664 0.6536 -1.8611 -1.7 0.7 -0.4
C -3.7240 -0.3459 -2.1097 0.5 -0.4 -0.1
N 1.0517 -0.1227 -0.1396 -2.7 -0.3 1.2
C 2.0733 0.0954 -1.1574 0.4 0.0 -1.2
C 2.7394 -1.2174 -1.7273 1.2 -0.6 0.5
C 2.2038 -2.5461 -1.1409 -0.9 -0.2 -0.8
O 2.6508 -1.2787 -3.1508 -0.3 0.1 0.4
C 1.0740 0.0636 1.1843 3.7 0.6 0.4
C 2.3965 0.5589 1.8294 -1.3 -0.3 1.0
N 2.3621 2.0336 2.0032 0.3 -0.7 -0.7
C 3.2496 2.7484 1.0705 -0.1 1.2 0.0
N -0.0729 -0.2360 1.8150 0.5 0.0 -2.1
C -0.2669 -0.1516 3.2548 -0.3 0.8 1.0
C -1.6917 0.2241 3.6979 0.0 -0.8 0.7
F 0.1247 -1.3622 3.8184 -0.3 0.4 -0.4
H -4.1979 -2.3968 0.7319 0.5 0.7 0.3
H 0.1322 -1.1852 -2.4677 -0.6 0.3 0.2
H -1.4281 -1.7525 -1.8025 0.2 0.6 -0.1
H -2.8772 1.6062 -2.3595 0.0 -0.6 0.5
H -2.5062 0.8852 -0.7744 0.4 -0.2 -0.6
H -3.5367 -1.3641 -1.6923 0.0 0.6 -0.2
H -4.6551 0.0225 -1.6321 0.6 0.2 -0.6
H -3.8360 -0.4759 -3.2061 -0.3 0.2 0.7
H 2.8877 0.7644 -0.8252 -0.8 -0.3 0.2
H 1.5702 0.6027 -2.0116 0.2 -0.3 0.6
H 3.8333 -1.1856 -1.4948 -0.7 0.2 0.1
H 1.9627 -2.5110 -0.0621 0.4 0.1 -0.5
H 1.2516 -2.7763 -1.6760 0.6 0.1 0.5
H 2.8624 -3.4125 -1.3598 -0.2 0.8 0.2
H 3.2618 -0.6375 -3.5400 -0.2 -0.2 0.1
H 3.2692 0.2099 1.2401 -0.6 0.3 0.3
H 2.4565 0.0948 2.8417 0.1 0.1 -0.7
H 1.4019 2.3257 1.8258 0.3 0.2 0.2
H 3.2803 3.8132 1.3984 0.0 -0.7 -0.2
H 4.2991 2.3958 1.1310 -0.7 -0.1 -0.1
H 2.8704 2.7761 0.0209 0.5 -0.2 0.5
H 0.4173 0.6238 3.6660 -0.2 -0.6 -0.6
H -2.0456 1.2017 3.3249 0.3 -0.6 -0.1
H -2.4073 -0.5931 3.4743 0.4 0.7 -0.1
H -1.6603 0.2933 4.8092 0.1 0.0 -0.7
O -4.8122 2.7697 -2.1582 0.4 -0.4 0.1
H -4.5283 3.5475 -2.6460 -0.1 0.2 -0.1
```
Forces are in eV/Å.